(1)
Molecular formula: C4H9NO2
Method: DFT, wB97M-V/def2-TZVPD

XYZ file:
```
16
Properties=species:S:1:pos:R:3:lowdin_charge:R:1
C -0.6510 -1.9669 1.8082 -0.062
H 0.4387 -1.8825 1.8910 0.098
C -1.0590 0.0561 0.3024 -0.488
H -1.1284 -1.3162 2.5466 0.094
N -0.3538 -0.0497 -0.7818 0.011
C 1.5156 1.5144 -0.9954 -0.097
H 1.4690 1.8484 0.0467 0.073
O -1.1098 -1.5506 0.5239 -0.127
H 0.1429 0.8999 -2.5577 0.108
O -1.5795 0.7756 1.0992 0.123
H -0.3955 -1.3764 -0.3730 0.177
C 0.1244 1.1269 -1.4863 -0.257
H 1.9491 2.3185 -1.5991 0.070
H -0.9642 -3.0008 1.9631 0.091
H -0.5786 1.9581 -1.3435 0.117
H 2.1800 0.6453 -1.0443 0.071
```

Output
ΔE to the lowest compared entry with this formula, charge and spin: 66.0 kcal per mole
Kohn-Sham gap: 10.44 eV

(2)
Molecular formula: C4H9NO2
Method: DFT, wB97M-V/def2-TZVPD

XYZ file:
```
16
Properties=species:S:1:pos:R:3:lowdin_charge:R:1
N 1.0616 0.4805 0.1257 -0.090
H 2.1946 1.7125 1.3677 0.072
H 1.0632 0.6781 2.2935 0.075
C -0.3548 0.1859 -0.2745 -0.279
C -0.5020 -1.3738 -0.3023 -0.242
H -0.9959 0.4997 0.5478 0.144
C 1.2142 1.2451 1.3684 -0.132
H 1.4603 -0.4163 0.3901 0.084
H -0.4210 1.8914 -1.6889 0.127
O -0.9629 0.1631 -2.5584 0.082
H 0.4319 2.0100 1.4890 0.080
H 0.0165 -1.6185 0.6378 0.112
H -1.9170 -2.6935 -0.3520 0.094
H 0.0972 -1.8178 -1.0996 0.128
O -1.8510 -1.7367 -0.3090 -0.032
C -0.5348 0.7905 -1.6353 -0.224
```

Output
ΔE to the lowest compared entry with this formula, charge and spin: 60.4 kcal per mole
SMILES string: CN[C@@H](C=O)CO
Kohn-Sham gap: 10.19 eV

(3)
Molecular formula: C4H9NO2
Method: DFT, wB97M-V/def2-TZVPD

XYZ file:
```
16
Properties=species:S:1:pos:R:3:lowdin_charge:R:1
C 0.2273 0.5215 1.8514 -0.097
H 0.3912 -2.4151 0.0398 0.081
O -1.5127 -0.2999 -2.1382 0.072
C 1.0298 0.1354 0.6068 -0.203
C -0.7104 0.2510 -1.1769 -0.393
H 1.7873 -0.6000 0.8759 0.108
H -0.2465 -0.3639 2.2846 0.079
N 0.4109 -1.8271 -0.7859 0.080
O -0.9174 1.6056 -1.0490 0.063
H -0.2222 1.9879 -0.5047 0.092
H 1.5596 1.0189 0.2321 0.108
H 0.8826 0.9515 2.6012 0.067
C 0.1765 -0.4656 -0.4815 -0.311
H -2.0399 0.4209 -2.5033 0.112
H -0.5572 1.2398 1.6148 0.067
H -0.2587 -2.1608 -1.4674 0.075
```

Output
ΔE to the lowest compared entry with this formula, charge and spin: 37.4 kcal per mole
SMILES string: CCC(N)=C(O)O
Kohn-Sham gap: 7.99 eV

(4)
Molecular formula: C4H9NO2
Method: DFT, wB97M-V/def2-TZVPD

XYZ file:
```
16
Properties=species:S:1:pos:R:3:lowdin_charge:R:1
H -0.7069 -1.5995 1.1255 0.123
H 0.7240 1.0719 -2.8500 0.084
N 0.7619 -0.4542 0.0823 0.050
H -0.5131 1.0463 -1.6121 0.080
C 1.2426 -0.0035 -1.1166 -0.547
C 0.2296 0.4271 -2.1339 0.000
C -0.5411 -0.6457 0.6271 -0.193
H -1.2551 -0.5894 -0.1935 0.113
H -0.2794 -0.4081 -2.6044 0.089
H -0.5607 0.3508 2.5482 0.117
O 2.4393 0.0284 -1.3200 0.047
H -2.6449 -0.1469 2.5943 0.083
H 1.5368 -0.5481 0.7276 0.145
C -1.0458 0.4619 1.5770 -0.238
H -0.8994 1.4298 1.0963 0.118
O -2.4424 0.2763 1.7586 -0.071
```

Output
ΔE to the lowest compared entry with this formula, charge and spin: 25.3 kcal per mole
SMILES string: CC(=O)NCCO
Kohn-Sham gap: 10.22 eV